# 1
{
  "formula": "C21H26ClN3O2S",
  "method": "the ωB97M-V functional and the def2-TZVPD basis",
  "multiplicity": 1,
  "e_lumo_ev": -0.257,
  "e_homo_ha": -0.3200,
  "mol_weight_g_mol": 420.0,
  "orbital_gap_ev": 8.45,
  "symbols": ["O", "C", "N", "H", "C", "C", "N", "C", "C", "O", "C", "C", "H", "H", "H", "H", "H", "H", "H", "H", "H", "H", "H", "H", "C", "H", "H", "S", "C", "C", "C", "N", "C", "C", "C", "C", "C", "C", "H", "H", "Cl", "H", "C", "C", "C", "C", "H", "H", "H", "H", "H", "H", "H", "H"],
  "positions_angstrom": [[-0.54, -1.06, -3.51], [0.16, -1.54, -2.65], [0.99, -0.81, -1.88], [1.45, -1.24, -1.09], [1.10, 0.63, -2.01], [0.24, 1.37, -0.97], [0.35, 2.80, -1.13], [1.52, 3.35, -0.48], [1.61, 4.85, -0.79], [0.46, 5.53, -0.35], [-0.69, 4.99, -0.95], [-0.83, 3.50, -0.65], [-1.71, 3.11, -1.16], [-0.97, 3.37, 0.44], [-1.54, 5.55, -0.55], [-0.64, 5.13, -2.04], [2.46, 5.30, -0.28], [1.73, 4.98, -1.88], [2.42, 2.86, -0.86], [1.48, 3.21, 0.61], [0.52, 1.04, 0.05], [-0.80, 1.08, -1.14], [0.75, 0.89, -3.01], [2.15, 0.90, -1.91], [0.23, -3.03, -2.38], [0.05, -3.58, -3.31], [1.19, -3.32, -1.96], [-1.11, -3.60, -1.27], [-0.91, -2.45, 0.10], [0.00, -2.71, 1.10], [0.11, -1.75, 2.14], [-0.63, -0.68, 2.21], [-1.55, -0.44, 1.26], [-2.35, 0.72, 1.38], [-3.28, 0.99, 0.41], [-3.45, 0.16, -0.70], [-2.69, -0.97, -0.83], [-1.73, -1.30, 0.14], [-2.81, -1.62, -1.69], [-4.19, 0.41, -1.45], [-4.26, 2.41, 0.54], [-2.22, 1.35, 2.24], [1.12, -1.91, 3.24], [1.60, -3.35, 3.40], [2.02, -3.89, 2.05], [0.80, -3.98, 1.13], [1.11, -4.26, 0.12], [0.14, -4.77, 1.48], [2.46, -4.89, 2.15], [2.77, -3.24, 1.61], [2.43, -3.38, 4.11], [0.79, -3.96, 3.81], [0.69, -1.52, 4.16], [1.98, -1.27, 3.00]]
}

# 2
{
  "formula": "C21H26ClNdOP2",
  "method": "the ωB97M-V functional and the def2-TZVPD basis",
  "multiplicity": 4,
  "e_lumo_ev": [-7.419, -6.984],
  "charge": 2,
  "e_homo_ha": [-0.5162, -0.5159],
  "mol_weight_g_mol": 536.1,
  "s2": 3.7585,
  "orbital_gap_ev": [6.63, 7.05],
  "symbols": ["Nd", "Cl", "P", "C", "C", "C", "C", "C", "C", "C", "C", "C", "C", "C", "C", "C", "C", "C", "C", "C", "C", "H", "H", "H", "H", "H", "H", "H", "H", "H", "H", "H", "H", "H", "H", "H", "H", "H", "C", "P", "C", "C", "O", "H", "H", "H", "H", "H", "H", "H", "H", "H"],
  "positions_angstrom": [[-1.13, -0.91, 1.00], [-0.01, 1.09, 2.11], [0.37, 0.63, -0.90], [-1.12, -0.15, -1.70], [-0.93, -1.10, -2.71], [-2.04, -1.80, -3.21], [-3.29, -1.65, -2.61], [-3.47, -0.79, -1.52], [-2.44, 0.09, -1.15], [0.14, 2.39, -1.21], [1.01, 3.29, -0.56], [0.72, 4.65, -0.56], [-0.38, 5.14, -1.28], [-1.18, 4.25, -2.01], [-0.92, 2.88, -1.98], [1.92, 0.20, -1.72], [2.94, -0.41, -0.94], [4.17, -0.68, -1.51], [4.42, -0.34, -2.86], [3.40, 0.24, -3.63], [2.15, 0.52, -3.06], [1.89, 2.91, -0.03], [1.35, 5.34, 0.01], [-0.61, 6.20, -1.28], [-2.02, 4.62, -2.60], [-1.56, 2.19, -2.53], [0.08, -1.27, -3.09], [-1.90, -2.45, -4.07], [-4.14, -2.22, -3.03], [-4.42, -0.81, -0.97], [-2.63, 0.99, -0.53], [2.74, -0.65, 0.12], [4.96, -1.15, -0.92], [5.39, -0.55, -3.30], [3.58, 0.48, -4.68], [1.37, 0.98, -3.66], [-0.08, -4.92, -3.26], [0.67, -4.85, -3.22], [-1.23, -3.09, 5.41], [-0.69, -1.70, 4.46], [-1.66, -0.27, 4.90], [1.01, -1.36, 4.82], [-0.86, -2.02, 2.95], [-0.71, -3.99, 5.09], [-2.32, -3.22, 5.30], [-1.01, -2.91, 6.47], [-1.42, 0.07, 5.92], [-1.45, 0.55, 4.21], [-2.73, -0.53, 4.85], [1.61, -2.23, 4.52], [1.32, -0.49, 4.24], [1.17, -1.18, 5.90]]
}

# 3
{
  "formula": "C21H26F3N5O2",
  "method": "the ωB97M-V functional and the def2-TZVPD basis",
  "multiplicity": 1,
  "e_lumo_ev": 0.627,
  "e_homo_ha": -0.3182,
  "mol_weight_g_mol": 437.5,
  "orbital_gap_ev": 9.28,
  "symbols": ["C", "C", "N", "N", "C", "C", "H", "C", "H", "H", "H", "C", "H", "H", "C", "N", "C", "O", "C", "H", "H", "C", "N", "C", "C", "N", "C", "O", "H", "H", "H", "H", "H", "C", "C", "C", "C", "C", "C", "C", "C", "F", "F", "F", "H", "H", "H", "H", "H", "H", "H", "H", "H", "H", "H", "H", "H"],
  "positions_angstrom": [[0.53, -0.17, 4.11], [0.44, 1.21, 3.56], [0.50, 1.44, 2.26], [0.39, 2.77, 2.09], [0.26, 3.40, 3.28], [0.29, 2.42, 4.25], [0.21, 2.56, 5.31], [0.13, 4.88, 3.42], [-0.76, 5.24, 2.90], [1.00, 5.39, 3.00], [0.05, 5.14, 4.47], [0.39, 3.33, 0.77], [0.37, 4.42, 0.85], [-0.50, 3.00, 0.24], [1.63, 2.89, -0.03], [1.68, 1.46, -0.19], [1.32, 0.84, -1.33], [1.01, 1.44, -2.34], [1.44, -0.67, -1.23], [0.84, -1.05, -0.41], [2.49, -0.88, -1.00], [1.11, -1.40, -2.53], [-0.25, -1.93, -2.57], [-0.43, -2.69, -3.80], [0.42, -3.95, -3.70], [1.78, -3.59, -3.42], [2.17, -2.48, -2.76], [3.32, -2.32, -2.43], [2.49, -4.30, -3.51], [0.38, -4.50, -4.65], [0.02, -4.59, -2.91], [-1.47, -2.97, -3.90], [-0.12, -2.10, -4.68], [-1.27, -0.92, -2.37], [-1.62, -0.69, -0.92], [-1.86, 0.62, -0.50], [-2.23, 0.91, 0.80], [-2.34, -0.11, 1.73], [-2.12, -1.42, 1.33], [-1.79, -1.71, 0.01], [-1.64, -3.17, -0.35], [-2.23, -3.50, -1.51], [-0.36, -3.58, -0.42], [-2.22, -3.97, 0.57], [-2.22, -2.22, 2.05], [-2.60, 0.11, 2.75], [-2.43, 1.92, 1.09], [-1.76, 1.41, -1.23], [-0.97, 0.04, -2.82], [-2.18, -1.25, -2.88], [1.25, -0.67, -3.35], [1.66, 0.94, 0.68], [1.59, 3.33, -1.03], [2.54, 3.22, 0.48], [0.47, -0.89, 3.30], [-0.28, -0.35, 4.82], [1.48, -0.30, 4.64]]
}